# 1
ORCA calculation (ωB97M-V with the def2-TZVPD basis set) on a structure of composition C2FI2O2 at a distorted geometry.

Calculated values
E_LUMO, eV: 3.05
Orbital gap, Ha: 0.24020
DFT total energy, eV: -25088.5510
Highest occupied orbital energy, eV: -3.49

```
! RIJCOSX wB97M-V def2-TZVPD def2/J DEFGRID3
* xyz -1 1
O -0.426 1.091 2.025
F -0.120 0.202 -1.449
O 1.632 1.882 1.308
C 0.628 1.428 1.622
C -0.494 -0.751 -0.687
I 1.147 -2.267 -0.917
I -2.367 -1.585 -1.901
*
```



# 2
ORCA calculation (ωB97M-V with the def2-TZVPD basis set) on a cluster of 2 separate species, C6H9BO3 in total at a distorted geometry.

Calculated values
E_LUMO, eV: 0.44
SMILES: CC1=CC(=O)CC1.O=BO
Orbital gap, Ha: 0.39058
DFT total energy, eV: -13187.7723
Highest occupied orbital energy, eV: -10.19

```
! RIJCOSX wB97M-V def2-TZVPD def2/J DEFGRID3
* xyz 0 1
H 1.688 -2.005 -0.840
H -2.127 -1.564 -0.465
C -0.139 0.715 0.631
H -1.493 0.609 -0.915
C 0.285 2.139 0.584
H -1.824 -1.299 1.418
H 1.147 2.423 1.169
O 0.301 -2.527 -0.230
H 1.719 -0.311 1.069
C -1.565 0.433 0.197
O 2.227 -1.538 -1.421
B 1.734 -0.401 -1.803
C -1.503 -1.105 0.379
C 0.625 -0.345 0.846
H 0.668 2.064 -0.394
H -0.655 2.694 0.686
O 1.248 0.661 -2.067
C -0.098 -1.490 0.301
H -2.239 0.849 0.854
*
```



# 3
ORCA calculation (ωB97M-V with the def2-TZVPD basis set) on an isolated molecule of C5H8N2O2 at a distorted geometry.

Calculated values
E_LUMO, eV: 0.54
SMILES: CO/C(C#N)=C(/N)CO
Orbital gap, Ha: 0.32085
DFT total energy, eV: -12387.5386
Highest occupied orbital energy, eV: -8.19

```
! RIJCOSX wB97M-V def2-TZVPD def2/J DEFGRID3
* xyz 0 1
C -0.566 -0.653 -0.123
H 1.105 2.161 1.267
N 2.589 -2.144 -0.154
O -2.862 -0.091 0.017
O 0.902 1.060 -0.617
C 0.741 -0.253 -0.261
C 1.832 -1.220 -0.179
H -1.202 1.371 -0.052
H -0.141 -2.593 0.141
N -0.924 -1.921 0.123
C 1.710 1.771 0.361
C -1.599 0.390 -0.439
H -1.735 0.575 -1.459
H -1.872 -2.205 0.026
H 2.167 2.725 -0.171
H -2.750 -0.004 0.946
H 2.605 1.031 0.574
*
```